ORCA calculation (ωB97M-V with the def2-TZVPD basis set) on C34H51B2Cl4F4N6STm as an isolated structure.

**Spin multiplicity**: 3
**⟨S²⟩**: 2.002
**Total energy**: -5428.559678 a.u.
**LUMO (alpha / beta)**: 0.016 / 0.016 Eh

Geometry as XYZ:
```
103
C34H51B2Cl4F4N6STm | OMol25 | ωB97M-V with the def2-TZVPD basis set
H 6.38 -4.02 -0.23
H 2.44 -0.12 -5.37
H -0.83 -5.37 1.88
H -0.98 -3.82 -0.53
H -5.80 -1.58 1.35
C -5.17 -0.67 -1.18
C 0.72 -0.29 2.90
H -2.95 -2.47 3.16
H -4.56 -0.68 -2.09
C 0.19 -1.53 3.24
C -4.28 -0.72 0.06
H 3.51 0.90 -3.36
C -1.27 -3.25 2.02
C -3.33 0.44 0.06
Tm 1.20 1.32 -0.02
H -4.38 4.53 0.41
H -1.81 -1.87 -0.32
H 2.17 1.50 -6.00
H -3.32 5.76 -0.29
N 0.35 0.33 -1.90
Cl 3.61 -4.27 -0.06
C 1.73 0.71 -5.39
C -3.65 1.77 0.20
C 0.43 -1.13 -3.57
Cl 0.40 3.47 -1.81
F 1.58 5.08 1.09
H -1.82 -3.27 1.07
H -1.11 3.88 2.14
Cl -0.32 5.98 -3.08
H -2.92 -4.23 3.03
N -0.28 -0.82 -1.51
H 2.62 2.01 -2.31
C 0.79 0.14 -3.15
C -0.83 -3.10 -2.58
H 1.29 1.64 3.59
H 1.89 -0.73 5.42
F 2.56 3.27 0.03
H -2.62 -2.41 -3.59
H 2.07 0.98 5.80
F 3.02 3.70 2.26
C 6.81 -1.91 -0.38
C -2.35 -3.06 -2.76
H 3.16 2.55 -3.90
H -3.76 4.33 -1.23
H -4.50 -0.75 2.23
N -1.99 0.36 -0.09
C -3.51 4.68 -0.23
H 0.65 -3.89 -1.20
H 0.48 -4.31 1.30
H 0.77 2.05 -4.04
H 3.39 -0.57 3.34
C 0.70 5.22 -1.86
H 3.72 1.10 3.83
F 0.98 2.89 1.56
H -0.41 -3.51 -3.50
C -0.41 -4.02 -1.43
C -2.43 2.46 0.15
C -2.28 3.95 0.32
H 0.46 5.64 -0.89
H -1.43 4.28 -0.25
H 7.88 -2.04 -0.44
H 1.74 5.38 -2.11
N -0.38 -1.02 1.17
H -1.80 -3.40 4.12
C -2.30 -3.34 3.15
C 1.61 0.60 3.73
C 5.98 -3.02 -0.27
C -0.30 -4.43 2.06
C -0.24 -1.72 -2.50
C 6.26 -0.64 -0.40
C -5.13 -0.71 1.34
C 1.50 0.26 5.21
H 0.18 -4.49 3.04
H 6.89 0.23 -0.47
H 0.46 0.31 5.54
H -1.97 5.40 1.90
B 2.08 3.82 1.30
H -5.85 -1.52 -1.21
N -1.43 1.60 -0.05
H 0.30 -2.04 4.18
C 3.06 0.46 3.25
H -3.72 -1.66 0.05
C 2.76 1.70 -3.34
S 2.29 -1.39 -0.15
C -2.04 4.32 1.79
C 1.46 1.21 -3.98
C -0.50 -1.96 2.12
B -1.13 -0.91 -0.19
H 3.14 0.75 2.20
H -2.85 -2.69 -1.86
H 0.64 -1.61 -4.51
H -5.74 0.19 1.39
H -5.76 0.25 -1.19
C 4.61 -2.86 -0.19
H 0.81 0.37 -5.87
Cl 4.21 1.10 -0.33
N 0.36 0.02 1.65
H -4.63 2.19 0.35
H -0.57 -5.06 -1.72
H -2.85 3.95 2.42
C 4.88 -0.51 -0.32
C 4.00 -1.58 -0.22
H -2.72 -4.06 -2.97
```